[1]
{"formula": "C25H24NO8P3Y", "method": "ωB97M-V with the def2-TZVPD basis set", "species": ["Y", "O", "C", "C", "C", "C", "C", "C", "C", "P", "C", "C", "C", "C", "C", "C", "C", "C", "C", "C", "C", "C", "H", "H", "H", "H", "H", "H", "H", "H", "H", "H", "H", "H", "H", "H", "O", "P", "O", "O", "O", "P", "O", "O", "O", "H", "H", "C", "C", "C", "C", "C", "C", "N", "H", "H", "H", "H", "H", "H", "H", "H"], "positions_angstrom": [[-0.331298, 0.787337, -1.959668], [1.809528, 1.223972, -1.725059], [2.847492, 1.617377, -1.120925], [3.119942, 0.763691, 0.132359], [4.472330, 0.571997, 0.409806], [4.886101, -0.173529, 1.499357], [3.941288, -0.685420, 2.381858], [2.595333, -0.464588, 2.148063], [2.171145, 0.233266, 1.015289], [0.378418, 0.493251, 0.775925], [-0.065038, 1.595465, 2.154145], [-0.409027, 1.145078, 3.425793], [-0.688913, 2.055375, 4.433252], [-0.621649, 3.418924, 4.179556], [-0.274857, 3.872913, 2.915770], [0.000861, 2.965548, 1.902466], [-0.413346, -1.106440, 1.125174], [-1.768423, -1.118704, 1.460312], [-2.465873, -2.315818, 1.499999], [-1.825354, -3.505561, 1.181198], [-0.486239, -3.495233, 0.820136], [0.220813, -2.303100, 0.795765], [5.188925, 1.027831, -0.263776], [5.941836, -0.339195, 1.676772], [4.252496, -1.244066, 3.255854], [1.862974, -0.851437, 2.847952], [-0.473572, 0.082072, 3.624349], [-0.964886, 1.699480, 5.418015], [-0.847390, 4.127113, 4.966824], [-0.228881, 4.934435, 2.709881], [0.257335, 3.319433, 0.909148], [-2.288301, -0.188148, 1.660863], [-3.518188, -2.312450, 1.754098], [-2.377848, -4.436633, 1.186921], [0.008380, -4.410569, 0.524156], [1.256765, -2.304475, 0.480720], [-3.011134, 2.748184, 0.151585], [-3.405933, 2.197614, -1.297297], [-4.849443, 2.028479, -1.434244], [-2.469718, 1.020090, -1.608346], [-2.867597, 3.395484, -2.294513], [-1.305774, 3.674610, -2.537367], [-0.905438, 2.456515, -3.624473], [-1.078848, 4.989268, -3.129213], [-0.561931, 3.106655, -1.344870], [-2.063066, 2.960649, 0.171826], [-1.288234, 2.568244, -4.499985], [-2.631852, -1.921457, -2.479338], [-1.201107, -2.355923, -2.551736], [-0.740520, -3.644187, -2.646959], [0.679742, -3.571440, -2.667108], [1.010237, -2.241512, -2.592174], [2.393415, -1.669921, -2.609248], [-0.136389, -1.467757, -2.512708], [-3.273755, -2.782009, -2.671510], [-2.879945, -1.152908, -3.215276], [-2.902678, -1.512694, -1.503805], [-1.358153, -4.529011, -2.699790], [1.381981, -4.388397, -2.752181], [3.100842, -2.466227, -2.844964], [2.688427, -1.237853, -1.650374], [2.513996, -0.883712, -3.358272]], "forces_ev_per_angstrom": [[0.203, 0.373, -0.180], [-0.069, -0.022, -0.061], [-0.087, -0.167, 0.065], [0.010, 0.134, -0.116], [0.021, -0.032, 0.044], [-0.005, 0.009, -0.013], [0.015, -0.004, 0.010], [0.007, 0.016, -0.014], [-0.023, -0.044, 0.047], [-0.103, -0.086, 0.108], [0.027, 0.026, 0.010], [-0.005, -0.003, -0.008], [-0.003, -0.003, 0.004], [0.002, 0.001, 0.001], [0.002, -0.007, -0.006], [-0.004, 0.005, 0.013], [0.042, -0.007, 0.006], [-0.029, 0.012, -0.007], [0.012, -0.002, 0.006], [0.008, 0.006, -0.002], [-0.010, -0.009, 0.009], [-0.002, -0.002, -0.006], [-0.006, 0.002, -0.005], [-0.002, -0.002, 0.007], [0.003, 0.000, -0.002], [-0.010, 0.003, -0.005], [0.002, 0.003, 0.002], [0.001, -0.001, -0.001], [0.000, 0.000, 0.000], [-0.001, 0.000, 0.002], [-0.001, -0.003, -0.003], [0.005, -0.002, -0.001], [0.000, -0.001, 0.001], [0.001, -0.001, -0.002], [-0.004, -0.003, 0.002], [-0.002, 0.007, 0.000], [0.007, 0.024, 0.050], [0.130, -0.118, -0.147], [-0.014, 0.006, -0.009], [-0.095, -0.036, 0.189], [-0.047, 0.012, 0.014], [0.067, -0.124, 0.049], [-0.012, -0.042, -0.038], [-0.033, 0.012, -0.007], [0.035, 0.028, -0.021], [-0.002, -0.010, -0.011], [-0.007, 0.025, -0.012], [-0.018, 0.000, -0.004], [-0.010, -0.029, 0.018], [0.017, 0.022, 0.011], [-0.011, 0.008, -0.035], [0.012, -0.039, 0.024], [0.014, 0.003, 0.011], [-0.035, 0.088, 0.018], [0.000, -0.002, 0.005], [0.010, -0.003, -0.006], [0.008, -0.007, 0.001], [0.001, -0.003, 0.001], [0.000, -0.001, -0.008], [0.006, 0.006, -0.004], [-0.007, -0.016, 0.005], [-0.010, -0.001, -0.001]], "energy_ev": -73107.3679, "molar_mass_g_mol": 648.3, "spin_multiplicity": 1, "charge": -1, "orbital_gap_ev": 7.09, "e_lumo_ev": 2.5, "relative_energy_kj_mol": 21.6}

[2]
{"formula": "C14H16N2O2S", "method": "ωB97M-V with the def2-TZVPD basis set", "species": ["O", "C", "N", "H", "C", "C", "H", "H", "S", "C", "C", "C", "C", "C", "O", "H", "H", "H", "H", "H", "H", "H", "N", "C", "C", "C", "C", "C", "C", "H", "H", "H", "H", "H", "H"], "positions_angstrom": [[-0.096698, -0.768176, -0.335510], [0.310459, 0.029142, -1.150851], [0.645884, 1.318693, -0.810229], [1.223220, 1.856782, -1.437095], [0.695488, 1.682659, 0.588297], [1.974568, 1.181525, 1.255216], [2.856517, 1.647327, 0.813227], [2.052274, 0.097944, 1.157881], [2.055162, 1.600947, 3.021597], [0.729338, 0.507106, 3.700447], [-0.523365, 1.243682, 3.971787], [-0.925460, 1.958149, 5.064152], [-2.209229, 2.467157, 4.754412], [-2.490936, 2.028697, 3.498803], [-1.478122, 1.290485, 3.016656], [-3.343356, 2.163331, 2.863206], [-2.830740, 3.072643, 5.381437], [-0.374081, 2.100763, 5.970564], [0.571881, -0.285220, 2.971325], [1.138333, 0.100985, 4.623725], [-0.172907, 1.222534, 1.064367], [0.621088, 2.768526, 0.675914], [0.456438, -0.214509, -2.495871], [0.160146, -1.380185, -3.208105], [0.359617, -1.363971, -4.587590], [0.094165, -2.487627, -5.345789], [-0.373215, -3.641921, -4.740317], [-0.572259, -3.659238, -3.370469], [-0.309586, -2.540613, -2.601121], [-0.467422, -2.555720, -1.536320], [-0.937228, -4.554869, -2.890046], [-0.580625, -4.519851, -5.333178], [0.253129, -2.460032, -6.413817], [0.724009, -0.463957, -5.065115], [0.763512, 0.556811, -3.071590]], "forces_ev_per_angstrom": [[-0.138, -0.336, 0.251], [0.123, 0.471, -0.238], [0.088, 0.210, -0.136], [-0.067, -0.102, -0.017], [0.057, -0.200, 0.147], [-0.201, 0.091, 0.420], [0.017, -0.045, -0.043], [0.046, 0.036, -0.123], [-0.020, -0.159, -0.084], [0.302, 0.477, -0.389], [0.099, 0.146, 0.935], [0.295, -0.463, -0.491], [-0.274, -0.053, -0.509], [-0.431, 0.553, 0.615], [0.270, -0.328, -0.294], [-0.071, -0.044, -0.150], [-0.194, 0.126, 0.066], [0.173, -0.016, 0.185], [-0.019, -0.161, 0.093], [-0.120, -0.082, -0.057], [0.136, 0.217, -0.029], [-0.051, -0.090, 0.042], [0.158, 0.239, -0.305], [-0.038, -0.275, -0.032], [-0.002, 0.049, 0.073], [-0.001, 0.008, -0.005], [-0.038, -0.145, -0.073], [0.028, 0.016, -0.154], [-0.035, 0.012, 0.226], [-0.001, 0.000, 0.025], [-0.029, -0.065, 0.051], [-0.017, -0.072, -0.049], [0.014, 0.011, -0.075], [0.038, 0.084, -0.044], [-0.099, -0.109, 0.169]], "energy_ev": -32688.3464, "molar_mass_g_mol": 276.4, "smiles": "O=C(NCCSCc1ccco1)Nc1ccccc1", "spin_multiplicity": 1, "orbital_gap_ev": 8.82, "e_lumo_ev": 0.6, "relative_energy_kj_mol": 87.8}

[3]
{"formula": "C25H47ClFeP2", "method": "ωB97M-V with the def2-TZVPD basis set", "species": ["Fe", "C", "C", "C", "C", "C", "C", "H", "H", "H", "C", "H", "H", "H", "C", "H", "H", "H", "C", "H", "H", "H", "C", "H", "H", "H", "C", "C", "C", "C", "C", "C", "C", "C", "H", "H", "H", "H", "H", "H", "H", "H", "H", "H", "H", "H", "P", "C", "H", "H", "H", "C", "H", "H", "H", "C", "H", "H", "H", "P", "C", "H", "H", "H", "C", "H", "H", "H", "C", "H", "H", "H", "Cl", "C", "H", "H"], "positions_angstrom": [[0.691331, 0.021591, 0.266782], [0.662377, 0.330845, 2.610757], [1.733325, -0.475783, 2.050399], [2.175936, 1.783729, 1.653803], [1.019608, 1.701344, 2.455951], [2.598104, 0.459364, 1.332625], [-0.439108, -0.158687, 3.472777], [-0.759278, -1.171534, 3.200189], [-1.330977, 0.484515, 3.417126], [-0.122183, -0.183199, 4.523195], [0.363407, 2.810216, 3.186141], [-0.730870, 2.770256, 3.107212], [0.696893, 3.786630, 2.822708], [0.614252, 2.732446, 4.255254], [2.976339, 2.984373, 1.363245], [3.978735, 2.810135, 1.777220], [2.567830, 3.884166, 1.828796], [3.082828, 3.155764, 0.286791], [3.842969, 0.073365, 0.621096], [4.549548, -0.477387, 1.253602], [4.361676, 0.951687, 0.221791], [3.595407, -0.588011, -0.217531], [2.107216, -1.848897, 2.462582], [2.765901, -1.806162, 3.345698], [2.658198, -2.347544, 1.654956], [1.217580, -2.434238, 2.729216], [-1.125317, -1.289619, -0.976141], [-0.473486, -1.737678, 0.186382], [0.050467, -3.192093, 0.148811], [1.441462, -3.355126, -0.476660], [1.886942, -2.273215, -1.403466], [1.231725, -1.988361, -2.533791], [-0.059680, -2.589762, -2.958002], [-1.343624, -2.163575, -2.133519], [-0.650463, -3.853809, -0.389513], [1.469004, -4.320532, -1.013996], [0.082712, -3.585346, 1.176972], [-1.831984, -3.093567, -1.826636], [-1.717550, -0.375607, -0.905517], [-0.878033, -1.451188, 1.173073], [-2.044431, -1.690065, -2.833045], [-0.250438, -2.343041, -4.010324], [1.783404, -1.480893, -3.317303], [0.023555, -3.685358, -2.968938], [2.172951, -3.448457, 0.334372], [2.944709, -2.030989, -1.321112], [-3.579026, 0.009296, 0.927563], [-4.025034, 1.366211, 2.063000], [-5.086457, 1.334175, 2.321898], [-3.788127, 2.326298, 1.596160], [-3.436245, 1.286641, 2.983782], [-4.634185, 0.426216, -0.506182], [-5.682942, 0.228247, -0.261470], [-4.338807, -0.181539, -1.367895], [-4.493341, 1.481424, -0.763378], [-4.534282, -1.428094, 1.569108], [-4.207692, -2.321055, 1.010502], [-5.608786, -1.252535, 1.404356], [-4.316038, -1.568260, 2.637147], [0.965936, 1.476798, -2.501489], [2.687191, 1.177299, -3.010969], [2.758433, 0.923876, -4.075392], [3.120418, 0.368458, -2.411336], [3.256947, 2.098097, -2.811993], [-0.093170, 0.549808, -3.668339], [0.149119, -0.499471, -3.602518], [0.028214, 0.890581, -4.696748], [-1.131049, 0.653789, -3.341008], [0.532301, 3.093086, -3.224473], [0.472259, 3.023820, -4.316930], [1.276587, 3.834886, -2.944673], [-0.445090, 3.407263, -2.851639], [-0.073574, 3.270407, 0.009742], [-0.691931, 1.590690, 0.080131], [-1.373105, 1.609570, 0.956160], [-1.297492, 1.523317, -0.837152]], "forces_ev_per_angstrom": [[0.028, 2.137, -0.433], [1.427, 0.295, 0.301], [0.004, 1.516, -0.688], [-0.356, -0.744, 0.402], [0.100, -0.772, -0.098], [-0.736, -0.816, 1.024], [-0.549, -0.152, 0.164], [0.088, 0.103, 0.155], [0.326, -0.135, -0.020], [-0.059, -0.034, -0.109], [-0.260, 0.366, 0.084], [0.178, 0.046, -0.025], [-0.161, -0.197, 0.118], [-0.093, 0.055, -0.208], [0.405, 0.361, -0.155], [-0.069, 0.231, -0.138], [0.031, -0.151, -0.181], [-0.016, 0.070, 0.128], [0.457, -0.143, -0.384], [-0.121, 0.139, 0.030], [-0.094, -0.201, 0.029], [0.329, 0.195, 0.106], [0.113, -0.400, -0.033], [-0.211, -0.043, -0.224], [-0.106, 0.054, 0.500], [0.320, -0.009, -0.059], [-0.091, -0.706, 2.730], [-2.018, -2.040, -1.812], [-0.186, 0.289, 0.528], [0.247, -0.464, 0.640], [0.241, -0.841, -0.769], [1.141, -0.452, -0.090], [-0.759, -0.316, -0.255], [0.388, -0.185, -1.650], [0.029, 0.496, 0.201], [0.056, 0.340, 0.102], [-0.036, 0.159, -0.351], [0.015, 0.161, 0.329], [0.298, -0.262, -0.056], [0.272, 0.620, -0.571], [0.230, 0.018, 0.209], [0.069, 0.009, 0.295], [-0.018, 0.319, 0.223], [0.041, 0.145, 0.339], [-0.187, -0.102, -0.386], [-0.245, 0.395, -0.110], [0.213, -0.218, 0.101], [-0.184, -0.057, 0.295], [0.033, 0.156, 0.017], [-0.044, -0.087, 0.028], [-0.147, 0.023, -0.098], [0.022, 0.060, -0.122], [0.072, 0.185, -0.213], [-0.171, 0.064, 0.046], [-0.096, -0.164, -0.039], [0.049, 0.132, -0.042], [-0.250, 0.231, 0.279], [0.281, -0.253, 0.256], [-0.143, -0.081, -0.299], [-0.255, -0.405, 0.234], [0.227, 0.113, -0.464], [0.186, 0.122, 0.131], [-0.080, 0.174, -0.171], [-0.085, -0.315, -0.104], [0.113, -0.453, 0.208], [-0.201, 0.243, -0.321], [-0.080, 0.014, 0.016], [0.000, 0.193, -0.178], [0.216, 0.345, 0.037], [0.164, 0.012, 0.187], [-0.098, 0.199, 0.044], [0.141, 0.006, 0.039], [0.141, 0.289, -0.027], [-0.903, 0.482, 0.540], [0.333, -0.180, -0.577], [0.086, -0.186, 0.365]], "energy_ev": -92164.8478, "molar_mass_g_mol": 500.9, "spin_multiplicity": 6, "charge": 1, "orbital_gap_ev": [7.46, 6.71], "e_lumo_ev": [-2.9, -4.1]}